[1]
87
Properties=species:S:1:pos:R:3:forces:R:3 method="wB97M-V/def2-TZVPD" de_lowest_kj_mol=91.5 homo_ha=-0.49123 total_charge=+2 gap_ev=6.967
Zr 0.057 0.224 -0.489 0.351 0.384 -0.325
C 3.542 -0.900 0.838 -0.048 0.037 -0.063
C 2.180 -1.042 1.458 0.088 -0.073 0.047
C 1.971 -0.643 2.769 0.043 0.010 -0.021
C 0.824 -1.013 3.474 -0.028 -0.031 -0.079
C 0.672 -0.658 4.921 -0.013 0.028 0.046
C -0.155 -1.760 2.821 0.095 -0.028 0.019
C -0.008 -2.164 1.495 -0.020 -0.010 0.116
C -1.021 -3.107 0.903 -0.043 0.067 -0.046
C 1.150 -1.756 0.797 -0.007 -0.083 -0.009
H 3.502 -0.470 -0.162 -0.004 -0.020 0.038
H 3.993 -1.891 0.752 0.004 -0.008 0.011
H 4.188 -0.287 1.461 0.009 0.025 -0.004
H 2.751 -0.091 3.281 0.006 -0.012 0.004
H 1.273 0.211 5.184 0.002 0.004 -0.001
H 1.006 -1.493 5.541 0.007 -0.002 -0.002
H -0.368 -0.461 5.178 -0.010 -0.007 0.003
H -1.034 -2.081 3.369 0.012 -0.015 0.028
H -1.879 -2.575 0.482 0.003 -0.007 0.000
H -1.405 -3.764 1.682 -0.011 0.001 0.008
H -0.591 -3.720 0.116 0.005 -0.012 0.028
H 1.388 -2.240 -0.149 -0.023 0.051 -0.006
I -1.148 1.145 2.165 0.054 -0.107 -0.137
C -2.154 2.982 2.045 -0.063 0.015 -0.008
C -3.305 2.953 2.787 0.032 -0.036 -0.011
C -4.060 4.120 2.976 0.041 0.082 -0.041
C -3.598 5.285 2.447 -0.048 -0.068 0.032
C -2.408 5.328 1.682 0.010 0.054 -0.024
C -1.969 6.591 1.217 0.064 -0.046 -0.022
C -0.823 6.698 0.497 -0.079 0.016 0.033
C -0.129 5.530 0.146 0.058 0.012 -0.055
C -0.516 4.267 0.534 0.068 0.006 0.006
P 0.536 2.957 -0.251 -0.152 -0.121 0.139
C 2.052 2.952 0.753 0.004 0.017 0.067
C 3.292 2.604 0.210 -0.046 -0.064 -0.011
C 4.422 2.585 1.012 0.000 -0.013 -0.004
C 4.325 2.882 2.365 0.020 -0.003 0.003
C 3.096 3.221 2.913 -0.008 0.001 0.015
C 1.966 3.267 2.112 0.046 0.018 -0.040
C 0.946 3.649 -1.876 -0.007 -0.001 0.014
C 0.052 3.407 -2.918 -0.015 0.050 -0.030
C 0.266 3.975 -4.164 0.010 -0.001 -0.002
C 1.375 4.784 -4.377 0.005 0.011 0.017
C 2.274 5.016 -3.346 -0.031 0.024 -0.011
C 2.065 4.447 -2.098 -0.008 0.068 0.006
C -1.656 4.144 1.402 0.024 0.011 0.008
H -3.640 2.032 3.244 0.013 -0.009 0.003
H -4.971 4.084 3.556 -0.006 0.002 -0.001
H -4.131 6.214 2.605 -0.007 -0.002 0.010
H -2.560 7.463 1.463 -0.002 0.005 0.000
H -0.460 7.658 0.156 0.003 0.004 0.005
H 0.738 5.658 -0.484 0.006 -0.034 -0.021
H 3.374 2.368 -0.844 0.001 -0.009 0.055
H 5.384 2.345 0.578 0.009 -0.011 0.003
H 5.210 2.868 2.987 0.004 0.004 -0.003
H 3.020 3.476 3.962 0.004 0.009 0.001
H 1.025 3.586 2.541 -0.015 -0.018 0.003
H -0.823 2.788 -2.758 0.021 -0.013 0.002
H -0.437 3.790 -4.966 -0.004 0.009 -0.007
H 1.539 5.231 -5.349 -0.008 0.008 -0.002
H 3.139 5.645 -3.510 0.001 -0.001 -0.004
H 2.769 4.646 -1.299 -0.029 0.015 -0.017
Cl -2.920 2.379 -0.911 0.038 0.051 0.061
C -2.932 0.881 -1.769 -0.062 0.017 -0.085
C -1.855 0.011 -1.612 -0.007 -0.060 -0.264
C -1.917 -1.142 -2.384 -0.024 -0.160 0.023
Cl -0.569 -2.240 -2.241 0.007 -0.002 0.087
C -2.954 -1.471 -3.246 -0.020 0.061 0.037
Cl -2.928 -2.923 -4.146 0.004 -0.005 -0.001
C -4.018 -0.573 -3.355 0.021 -0.033 -0.019
Cl -5.319 -0.924 -4.396 0.000 0.008 0.012
C -4.004 0.615 -2.615 -0.015 -0.005 -0.004
Cl -5.294 1.728 -2.773 0.010 -0.004 0.018
C 2.837 -0.579 -5.242 -0.064 0.052 0.145
Si 3.568 0.289 -3.773 0.232 -0.034 -0.293
C 4.892 -0.665 -2.884 -0.118 0.102 0.077
C 3.988 2.068 -4.092 -0.112 -0.077 0.139
Se 1.749 0.304 -2.233 -0.339 0.013 0.382
H 3.535 -0.561 -6.082 0.072 0.020 0.032
H 1.920 -0.080 -5.562 -0.001 -0.032 -0.011
H 2.609 -1.620 -5.013 -0.033 0.008 -0.009
H 5.759 -0.797 -3.536 -0.007 0.029 -0.071
H 4.544 -1.656 -2.592 0.006 0.003 0.020
H 5.230 -0.128 -1.995 -0.009 -0.057 -0.014
H 4.662 2.144 -4.948 0.038 -0.081 -0.018
H 4.485 2.527 -3.235 -0.044 0.019 -0.020
H 3.089 2.640 -4.326 0.041 -0.018 0.011


[2]
119
Properties=species:S:1:pos:R:3:forces:R:3 method="wB97M-V/def2-TZVPD" de_lowest_kj_mol=0.0 homo_ha="-0.41931 / -0.45229" total_charge=+2 spin_multiplicity=5 gap_ev="5.198 / 5.786"
Ir 0.086 0.691 -0.010 -0.714 -0.143 -0.245
C 2.273 -5.844 4.465 -0.004 0.065 -0.019
S 2.552 -4.114 4.910 0.006 -0.010 0.008
C 3.816 -3.641 3.683 -0.113 0.015 0.023
C 3.434 -2.403 2.868 0.013 -0.057 0.005
C 2.145 -2.611 2.089 0.149 0.231 0.083
N 1.563 -1.390 1.484 0.164 -0.507 0.037
P 2.230 -0.303 0.367 -0.046 0.538 0.300
C 3.217 0.955 1.237 0.107 0.013 -0.040
C 4.427 0.668 1.875 -0.009 0.041 -0.060
C 5.079 1.645 2.609 0.008 0.035 -0.019
C 4.549 2.929 2.693 0.019 -0.028 0.016
C 3.373 3.238 2.027 0.018 -0.044 0.012
C 2.709 2.252 1.310 0.070 -0.039 -0.017
C 3.399 -1.169 -0.687 -0.050 0.066 -0.223
C 3.160 -2.477 -1.111 -0.050 0.013 -0.058
C 4.050 -3.107 -1.966 -0.022 -0.012 -0.015
C 5.161 -2.424 -2.442 0.011 0.005 -0.036
C 5.375 -1.102 -2.075 -0.058 0.033 0.029
C 4.500 -0.471 -1.201 0.014 -0.161 0.092
P 0.136 -0.635 2.051 0.027 -0.036 -0.108
C -0.954 -2.042 2.374 -0.099 -0.006 -0.092
C -1.000 -3.081 1.439 0.061 -0.032 0.083
C -1.758 -4.214 1.688 -0.010 0.008 -0.008
C -2.497 -4.308 2.863 -0.026 -0.022 -0.032
C -2.498 -3.259 3.770 0.006 0.058 0.000
C -1.733 -2.123 3.526 -0.006 -0.054 0.003
C 0.482 0.090 3.656 0.065 0.076 0.073
C 0.906 -0.701 4.730 -0.046 0.046 0.034
C 1.284 -0.101 5.919 -0.004 0.017 0.002
C 1.237 1.285 6.047 0.005 -0.033 -0.006
C 0.795 2.072 4.993 0.005 -0.027 -0.023
C 0.420 1.474 3.796 -0.030 0.054 0.029
H 1.572 -6.249 5.193 0.007 0.016 -0.008
H 3.201 -6.408 4.526 -0.001 -0.011 0.009
H 1.843 -5.933 3.469 0.005 -0.006 0.008
H 3.985 -4.496 3.027 -0.008 -0.001 0.019
H 4.739 -3.448 4.226 0.074 -0.017 -0.083
H 4.245 -2.204 2.162 0.031 0.010 0.077
H 3.347 -1.536 3.528 -0.040 0.007 -0.032
H 1.390 -3.021 2.756 -0.077 -0.025 0.069
H 2.312 -3.364 1.320 -0.030 0.011 -0.121
H 4.876 -0.312 1.784 -0.030 0.047 0.024
H 6.012 1.410 3.107 -0.041 0.011 -0.017
H 5.063 3.690 3.267 -0.008 -0.033 -0.034
H 2.972 4.243 2.062 0.000 -0.031 -0.006
H 1.791 2.510 0.790 -0.024 0.004 0.025
H 2.268 -3.003 -0.793 -0.010 -0.012 0.076
H 3.871 -4.131 -2.268 0.001 0.025 -0.008
H 5.853 -2.919 -3.111 -0.022 0.023 0.029
H 6.227 -0.559 -2.465 -0.022 -0.029 0.030
H 4.686 0.555 -0.909 -0.005 -0.013 0.026
H -0.393 -3.026 0.542 -0.022 0.001 -0.023
H -1.771 -5.026 0.971 0.012 0.019 0.022
H -3.081 -5.198 3.065 0.030 0.036 -0.006
H -3.080 -3.329 4.679 0.011 0.012 -0.024
H -1.719 -1.321 4.253 0.002 0.000 0.005
H 0.931 -1.782 4.648 0.034 0.031 -0.008
H 1.611 -0.715 6.749 0.000 0.033 -0.035
H 1.540 1.750 6.977 -0.029 -0.019 -0.030
H 0.748 3.148 5.100 -0.007 -0.033 0.000
H 0.069 2.083 2.968 0.064 -0.032 0.016
O -0.854 2.417 -0.567 0.365 -0.171 0.094
C -0.471 3.156 -1.683 0.074 0.141 -0.037
C 0.325 2.312 -2.684 0.008 0.210 0.187
C 1.587 1.843 -2.442 0.247 0.092 -0.210
C 2.069 0.991 -3.481 0.056 0.082 0.178
C 1.174 0.857 -4.494 -0.070 -0.057 -0.009
S -0.252 1.750 -4.197 -0.230 -0.175 -0.050
C -1.759 3.687 -2.323 -0.015 0.065 0.100
C -3.116 3.410 -1.817 -0.157 0.090 0.155
C -4.092 3.984 -2.782 0.083 -0.052 0.128
C -3.537 4.653 -3.787 -0.002 0.084 -0.074
S -1.787 4.605 -3.681 0.107 0.191 -0.267
C 0.355 4.363 -1.215 0.101 -0.229 0.052
C 0.489 4.758 0.082 -0.085 0.224 0.131
C 1.337 5.898 0.225 -0.088 -0.147 0.060
C 1.826 6.330 -0.966 -0.021 0.015 -0.077
S 1.283 5.355 -2.266 0.030 -0.004 -0.110
H 2.200 2.210 -1.627 -0.059 -0.138 0.062
H 3.048 0.529 -3.479 -0.063 0.035 -0.011
H 1.273 0.296 -5.412 0.017 0.049 0.066
H -3.196 2.312 -1.779 -0.017 -0.175 0.069
H -5.160 3.888 -2.644 0.039 0.004 -0.008
H -4.003 5.182 -4.607 0.053 -0.040 0.067
H -0.027 4.264 0.896 0.074 0.024 -0.044
H 1.570 6.370 1.171 -0.050 -0.014 -0.055
H 2.481 7.166 -1.161 -0.027 -0.063 0.025
C -4.776 -2.340 0.593 -0.121 0.002 0.029
C -4.723 -0.824 0.481 0.050 0.226 0.087
C -4.927 -0.130 1.825 -0.123 -0.083 -0.002
Sb -2.796 -0.197 -0.318 0.438 -0.238 -0.026
C -2.520 -1.585 -1.939 -0.010 0.038 -0.092
C -3.400 -1.237 -3.140 0.051 -0.100 -0.032
C -1.037 -1.639 -2.296 -0.037 -0.038 -0.124
C -3.377 3.884 -0.330 -0.090 0.148 -0.039
C -4.799 3.500 0.078 0.009 0.033 -0.008
C -3.135 5.384 -0.169 -0.034 -0.059 -0.052
H -5.768 -2.633 0.955 0.063 0.003 0.006
H -4.040 -2.706 1.309 0.008 0.002 -0.011
H -4.619 -2.847 -0.359 -0.018 0.033 0.016
H -5.457 -0.472 -0.246 -0.029 0.013 0.007
H -4.167 -0.443 2.546 -0.008 0.003 -0.021
H -5.902 -0.402 2.239 0.042 0.016 -0.010
H -4.893 0.959 1.745 0.009 -0.039 -0.018
H -2.830 -2.545 -1.522 0.028 -0.038 -0.016
H -3.089 -0.291 -3.591 -0.008 -0.009 0.022
H -4.454 -1.155 -2.869 0.013 -0.008 0.008
H -3.323 -2.009 -3.912 0.021 0.035 0.014
H -0.716 -0.720 -2.797 0.000 -0.015 0.035
H -0.829 -2.472 -2.976 -0.002 0.055 0.008
H -0.399 -1.773 -1.414 -0.012 -0.040 0.002
H -2.665 3.338 0.281 0.024 -0.060 -0.036
H -5.534 4.212 -0.304 0.015 -0.042 -0.008
H -4.879 3.506 1.166 -0.014 0.042 -0.019
H -5.078 2.501 -0.270 0.037 -0.001 0.028
H -3.812 5.965 -0.801 0.011 -0.010 0.029
H -2.108 5.667 -0.409 -0.026 -0.024 0.009
H -3.321 5.676 0.866 -0.014 -0.015 -0.030


[3]
13
Properties=species:S:1:pos:R:3:forces:R:3 method="wB97M-V/def2-TZVPD" de_lowest_kj_mol=98.2 smiles="C=CCCS" homo_ha=-0.33218 gap_ev=9.949
C -0.836 0.832 0.302 0.988 0.379 0.400
C 0.634 0.761 -0.227 -0.804 -0.825 1.290
C 1.666 -0.204 0.381 -0.141 -0.395 1.205
C 2.819 -0.476 -0.244 -1.703 -0.170 2.738
H -2.684 0.048 -0.928 -0.029 -0.021 -0.047
H -0.918 1.070 1.393 0.249 -0.034 -0.992
H -1.244 1.627 -0.311 -0.237 0.439 0.471
H 0.981 1.759 -0.010 0.448 0.471 -0.237
H 0.514 0.622 -1.296 0.471 -0.040 -0.274
H 1.549 -0.605 1.431 -0.311 0.678 -1.137
H 3.584 -0.997 0.374 -0.268 0.411 -1.532
H 2.732 -0.001 -1.172 1.664 0.094 -1.817
S -1.888 -0.562 -0.047 -0.327 -0.987 -0.067


[4]
11
Properties=species:S:1:pos:R:3:forces:R:3 method="wB97M-V/def2-TZVPD" de_lowest_kj_mol=29.7 homo_ha=-0.15418 total_charge=-1 gap_ev=7.971
O -1.777 -0.772 -2.542 -0.229 0.088 0.279
C -0.851 -1.025 -1.806 0.586 -0.426 -0.909
C 0.143 -0.048 -1.306 -0.251 -0.177 0.706
H -0.621 -2.093 -1.597 -0.147 0.064 0.289
H -0.245 0.953 -1.479 0.365 0.117 -0.053
H 0.322 -0.213 -0.231 -0.276 0.246 0.008
H 1.119 -0.248 -1.754 -0.068 0.125 -0.371
O 0.042 0.162 1.729 -0.110 0.053 -0.106
C 0.488 0.854 2.673 0.252 -0.270 0.308
O 1.467 0.635 3.412 -0.076 0.130 -0.085
H -0.086 1.795 2.901 -0.044 0.051 -0.066


[5]
17
Properties=species:S:1:pos:R:3:forces:R:3 method="wB97M-V/def2-TZVPD" de_lowest_kj_mol=269.0 smiles="C=CC(=C)C=C.O" homo_ha=-0.32118 gap_ev=8.963
C -0.077 1.572 0.438 -0.880 0.761 0.481
C 0.435 2.457 -0.434 -0.465 -1.247 -0.879
C -1.494 -0.388 0.793 0.158 -0.187 -0.290
C -0.555 0.231 0.074 1.786 -1.399 0.401
C 0.125 -0.458 -1.070 -0.209 -0.485 -0.841
C -0.454 -1.399 -1.845 0.844 -0.205 1.515
H -0.396 1.814 1.464 -0.226 0.589 -0.666
H 0.161 3.500 -0.537 0.903 0.248 1.005
H 0.890 2.016 -1.330 -0.533 0.336 0.011
H -1.769 -1.396 0.521 -0.233 -0.007 0.044
H -2.017 0.050 1.622 0.010 0.274 0.218
H 1.173 -0.224 -1.240 -0.281 0.882 -0.524
H -0.089 -1.795 -2.787 0.487 0.075 0.350
H -1.116 -2.042 -1.280 -1.328 0.366 -0.791
H 2.242 -1.183 1.294 0.049 0.045 -0.106
H 1.067 -1.134 2.253 -0.182 0.061 -0.027
O 1.872 -1.621 2.064 0.099 -0.108 0.101


Copy entry 5 word for word.
17
Properties=species:S:1:pos:R:3:forces:R:3 method="wB97M-V/def2-TZVPD" de_lowest_kj_mol=269.0 smiles="C=CC(=C)C=C.O" homo_ha=-0.32118 gap_ev=8.963
C -0.077 1.572 0.438 -0.880 0.761 0.481
C 0.435 2.457 -0.434 -0.465 -1.247 -0.879
C -1.494 -0.388 0.793 0.158 -0.187 -0.290
C -0.555 0.231 0.074 1.786 -1.399 0.401
C 0.125 -0.458 -1.070 -0.209 -0.485 -0.841
C -0.454 -1.399 -1.845 0.844 -0.205 1.515
H -0.396 1.814 1.464 -0.226 0.589 -0.666
H 0.161 3.500 -0.537 0.903 0.248 1.005
H 0.890 2.016 -1.330 -0.533 0.336 0.011
H -1.769 -1.396 0.521 -0.233 -0.007 0.044
H -2.017 0.050 1.622 0.010 0.274 0.218
H 1.173 -0.224 -1.240 -0.281 0.882 -0.524
H -0.089 -1.795 -2.787 0.487 0.075 0.350
H -1.116 -2.042 -1.280 -1.328 0.366 -0.791
H 2.242 -1.183 1.294 0.049 0.045 -0.106
H 1.067 -1.134 2.253 -0.182 0.061 -0.027
O 1.872 -1.621 2.064 0.099 -0.108 0.101